one | CH5N3 | ωB97M-V/def2-TZVPD

Summary:
HOMO (spin up / spin down)   -8.72 / -8.72 eV
Frontier orbital gap (spin up / spin down)   9.57 / 9.57 eV
Molecular weight   59.07 u

Geometry as ORCA input:
```
! RIJCOSX wB97M-V def2-TZVPD def2/J DEFGRID3
* xyz 0 1
N 1.050 0.618 0.045
N 0.070 -0.231 0.071
N 2.264 -0.201 0.052
C -1.343 0.024 0.018
H 0.195 -1.244 -0.002
H 2.872 0.565 -0.168
H -1.874 -0.112 -0.878
H -1.422 1.055 0.123
H -1.813 -0.473 0.739
*
```

***

two | CH5N3 | ωB97M-V/def2-TZVPD

Summary:
HOMO   -9.18 eV
Frontier orbital gap   10.02 eV
Molecular weight   59.07 u

Geometry as ORCA input:
```
! RIJCOSX wB97M-V def2-TZVPD def2/J DEFGRID3
* xyz 0 1
N 0.040 0.980 0.609
N 0.875 -0.530 -0.963
N -1.370 -0.774 -0.250
C -0.308 -0.081 -0.326
H 0.802 -1.528 -1.092
H -0.339 0.811 1.518
H 0.409 1.838 0.239
H 1.645 -0.241 -0.387
H -1.754 -0.474 0.653
*
```

***

Taking the most stable structure as the zero point, the relative energies in kJ/mol are one 269.3; two 0.0.

***

one | C4H4N2OS | ωB97M-V/def2-TZVPD

Summary:
HOMO   -8.83 eV
Frontier orbital gap   8.05 eV
Molecular weight   128.16 u

Geometry as ORCA input:
```
! RIJCOSX wB97M-V def2-TZVPD def2/J DEFGRID3
* xyz 0 1
S -2.023 0.578 -0.086
O -0.768 -1.920 0.077
N 2.326 -0.389 -0.405
N 0.022 -0.918 0.092
C -0.422 0.365 -0.018
C 1.316 2.340 0.214
C 0.610 1.356 0.102
C 1.371 -1.308 0.109
H 1.681 3.372 0.008
H -1.679 -1.398 -0.194
H 3.325 -0.845 -0.078
H 1.508 -2.375 0.776
*
```

***

two | C4H4N2OS | ωB97M-V/def2-TZVPD

Summary:
HOMO   -8.70 eV
Frontier orbital gap   7.89 eV
Molecular weight   128.16 u

Geometry as ORCA input:
```
! RIJCOSX wB97M-V def2-TZVPD def2/J DEFGRID3
* xyz 0 1
S -2.723 -0.068 -0.248
O 3.346 0.183 -0.393
N -0.619 1.238 0.065
N -0.181 -1.108 0.266
C 0.983 -0.284 0.360
C -0.988 -0.140 -0.031
C 0.657 1.146 0.268
C 2.291 -0.695 -0.005
H 4.299 -0.265 -0.096
H 2.259 -1.761 -0.262
H 1.257 2.054 0.679
H -3.068 -1.465 0.922
*
```

***

Taking the most stable structure as the zero point, the relative energies in kJ/mol are one 168.5; two 0.0.

***

one | C4H4N2OS | ωB97M-V/def2-TZVPD

Summary:
HOMO   -9.46 eV
Frontier orbital gap   7.46 eV
Molecular weight   128.16 u

Geometry as ORCA input:
```
! RIJCOSX wB97M-V def2-TZVPD def2/J DEFGRID3
* xyz 0 1
S 3.615 2.023 0.355
O -3.448 -1.059 -0.548
N 0.006 -1.275 0.010
N 0.305 0.133 0.110
C 1.562 0.344 0.339
C -1.226 -1.447 -0.369
C 1.986 1.661 0.432
C -2.382 -0.507 -0.419
H 1.163 2.492 0.554
H -2.139 0.626 -0.432
H -1.608 -2.424 -0.622
H 2.167 -0.567 0.590
*
```

***

two | C4H4N2OS | ωB97M-V/def2-TZVPD

Summary:
HOMO   -9.13 eV
Frontier orbital gap   8.13 eV
Molecular weight   128.16 u

Geometry as ORCA input:
```
! RIJCOSX wB97M-V def2-TZVPD def2/J DEFGRID3
* xyz 0 1
S 0.311 -0.252 2.150
O -1.246 0.668 0.355
N -1.079 0.539 -1.910
N -1.739 0.929 -0.959
C 1.998 -1.084 -0.485
C 0.213 0.048 -1.756
C -0.071 0.052 0.616
C 0.708 -0.312 -0.558
H 1.797 -1.980 0.125
H 0.729 -0.129 -2.701
H 2.349 -1.215 -1.504
H 2.761 -0.492 0.035
*
```

***

three | C4H4N2OS | ωB97M-V/def2-TZVPD

Summary:
HOMO   -8.53 eV
Frontier orbital gap   8.06 eV
Molecular weight   128.16 u

Geometry as ORCA input:
```
! RIJCOSX wB97M-V def2-TZVPD def2/J DEFGRID3
* xyz 0 1
S 3.887 -0.633 -0.398
O 1.493 -1.111 -1.178
N 0.190 -0.793 -0.809
N 1.486 0.385 0.479
C 2.284 -0.409 -0.308
C -2.137 0.360 0.651
C -0.932 0.865 0.636
C 0.251 0.187 0.130
H -0.728 1.857 1.065
H -0.501 -0.953 -1.537
H -3.015 0.894 1.015
H -2.277 -0.649 0.254
*
```

***

Taking the most stable structure as the zero point, the relative energies in kJ/mol are one 121.9; two 60.7; three 0.0.

***

one | C5H4NO3 | ωB97M-V/def2-TZVPD

Summary:
HOMO   -3.90 eV
Frontier orbital gap   7.10 eV
Molecular weight   126.09 u

Geometry as ORCA input:
```
! RIJCOSX wB97M-V def2-TZVPD def2/J DEFGRID3
* xyz -1 1
O -2.170 1.118 -2.351
O 2.502 -1.849 -1.017
O -3.489 1.302 -0.621
N 0.740 -2.140 0.456
C -1.975 -0.577 -0.632
C -0.469 -1.719 1.011
C -2.610 0.674 -1.268
C 1.588 -1.967 -0.326
C -0.986 -0.451 0.245
H -0.141 -1.509 2.075
H -0.664 0.511 0.670
H -1.259 -2.555 1.088
H -2.097 -1.662 -0.974
*
```

***

two | C5H4NO3 | ωB97M-V/def2-TZVPD

Summary:
HOMO   -4.53 eV
Frontier orbital gap   8.48 eV
Molecular weight   126.09 u

Geometry as ORCA input:
```
! RIJCOSX wB97M-V def2-TZVPD def2/J DEFGRID3
* xyz -1 1
O 1.249 0.883 -3.047
O -1.282 2.181 0.471
O 0.800 -0.285 -1.090
N 0.006 1.873 -1.394
C -0.537 1.613 -0.262
C 0.422 -0.694 1.437
C -0.676 -1.397 0.702
C 0.731 0.825 -1.936
C -0.008 -0.148 0.063
H 0.273 -0.047 2.252
H -1.803 -1.245 0.971
H -0.601 -2.284 0.172
H 1.424 -1.276 1.659
*
```

***

Taking the most stable structure as the zero point, the relative energies in kJ/mol are one 0.0; two 14.0.